No. 1
Formula: C4H30NO12
Source: the OMol25 dataset
Level of theory: ωB97M-V with the def2-TZVPD basis set

```
! wB97M-V def2-TZVPD RIJCOSX def2/J DEFGRID3
* xyz -1 1
C -2.91365 1.76422 0.17610
O -3.23681 2.99929 -0.58270
C -1.80403 0.97842 -0.50633
C -2.30484 -0.56273 -0.59846
C -2.37743 -0.96648 -2.06740
O -1.33290 -1.85147 -2.36990
N -0.61951 0.94897 0.36654
H -2.46685 2.16903 1.13261
H -3.95550 1.29192 0.23049
H -2.52799 3.49729 -0.92605
H -1.57283 1.42174 -1.53867
H -1.59663 -1.25240 -0.09175
H -3.19893 -0.82530 0.03931
H -3.25449 -1.63285 -2.30927
H -2.51198 -0.25833 -2.78742
H 0.03142 0.25793 -0.05174
H -0.75181 0.68856 1.28371
H 0.59803 -0.79549 2.45744
H 0.34076 0.03532 3.74457
O -0.06017 -0.55141 3.16211
H 1.61509 -1.93904 -1.33518
H -0.50115 -1.50441 -1.82218
O 0.99454 -1.12647 -1.21115
H -0.94489 -3.51738 -0.75598
H -0.00162 -3.02093 0.23950
O -0.22408 -3.76234 -0.18281
H 0.80048 2.21942 1.63934
H 2.10191 2.66610 2.02333
O 1.21032 2.89576 1.91167
H -2.05378 -3.25565 1.92056
H -1.76667 -2.10680 2.74629
O -2.39678 -2.78849 2.60539
H 3.93841 1.68594 -0.87887
H 3.30391 0.42010 -1.10109
O 4.01333 0.72857 -0.58050
H 1.83136 0.35709 -3.35212
H 1.60542 -0.36086 -1.89047
O 2.17630 0.30301 -2.50221
H 1.83473 -2.16105 1.01500
H 1.40834 -0.89598 0.22704
O 1.58505 -1.33344 1.16501
H 2.71719 0.16475 1.74673
H 3.72605 1.18367 1.27802
O 3.12455 0.91487 2.02862
H 2.19084 2.01913 -1.89213
H 1.41051 2.16014 -0.58324
O 1.81676 2.69809 -1.22177
*
```

Values from the calculation:
F_max: 10.2 eV/Å
HOMO-LUMO gap: 9.270 eV
Energy relative to the best compared isomer or geometry (same formula, charge and spin): 3.472 eV
HOMO energy: -6.40 eV
Energy: -30694.546 eV



No. 2
Formula: C5H14N3
Source: the OMol25 dataset
Level of theory: ωB97M-V with the def2-TZVPD basis set

```
! wB97M-V def2-TZVPD RIJCOSX def2/J DEFGRID3
* xyz 1 1
C 0.37775 1.56096 0.88457
C 1.25505 1.73852 -0.46539
C -0.87639 0.60684 0.57562
C -1.59140 -1.63608 -0.58327
C 0.29152 -1.53064 0.96276
N 1.65133 0.52460 -1.00378
N 0.80426 -0.27303 -1.48792
N -0.54684 -0.78953 -0.01285
H 0.94248 1.49894 1.74546
H -0.04048 2.56022 0.90823
H 0.55693 2.15982 -1.15834
H 2.02183 2.36903 -0.32326
H -1.60264 0.41479 1.34803
H -1.36929 1.14793 -0.18473
H -1.24035 -2.64624 -0.99024
H -2.29726 -1.81303 0.23586
H -2.25226 -1.12625 -1.36919
H 0.59737 -0.87228 1.71106
H -0.33967 -2.30752 1.39734
H 1.16609 -1.93674 0.41697
H 2.60895 0.18668 -0.79998
H -0.11701 0.16302 -1.80695
*
```

Values from the calculation:
SMILES: [H]/N=[NH+]\CCCN(C)C
F_max: 4.7 eV/Å
HOMO-LUMO gap (spin up / spin down): 9.113 / 9.113 eV
Energy relative to the best compared isomer or geometry (same formula, charge and spin): 4.730 eV
HOMO energy (spin up / spin down): -13.27 / -13.27 eV
Energy: -9872.436 eV



No. 3
Formula: C13H19F3GaO4
Source: the OMol25 dataset
Level of theory: ωB97M-V with the def2-TZVPD basis set

```
! wB97M-V def2-TZVPD RIJCOSX def2/J DEFGRID3
* xyz -1 1
C 4.49478 -2.19976 -1.74999
C 3.57322 -0.96106 -1.46901
C 4.21808 -0.02526 -0.38706
C 3.26071 -0.07443 -2.73079
Ga 1.28908 0.53581 -2.52478
F 1.00429 0.99484 -0.70451
F 0.84743 1.96710 -3.63788
C 0.11455 -1.11665 -2.85377
C -1.19656 -1.01229 -1.95465
C -1.01927 -1.71179 -0.59186
F -0.73667 -3.08309 -0.71471
H 5.17992 -2.30787 -0.87516
H 5.05521 -2.14726 -2.70024
H 3.85858 -3.11451 -1.73656
H 2.59489 -1.31439 -1.06647
H 5.09482 0.46069 -0.87615
H 4.52802 -0.66594 0.46606
H 3.51356 0.77491 -0.09345
H 3.44294 -0.57368 -3.70422
H 3.90897 0.83403 -2.68786
H -0.24149 -1.04460 -3.90888
H 0.65758 -2.06779 -2.69313
H -1.99288 -1.54722 -2.51555
H -1.40066 0.06739 -1.82298
H -1.96861 -1.66731 -0.01851
H -0.26944 -1.18981 0.03968
C -2.51290 0.45984 3.10410
C -2.72731 1.10241 4.25362
C -3.65689 2.26617 4.33875
O -3.83488 2.80842 5.41441
C -4.31632 2.71021 3.11138
C -4.09969 2.07016 1.95966
C -3.19128 0.88935 1.88026
O -3.04098 0.32893 0.81545
O -4.68836 2.45593 0.81566
O -2.11695 0.73303 5.39664
H -1.84302 -0.38586 3.03055
H -4.97392 3.56527 3.18180
H -4.36708 1.83428 0.13765
H -2.44151 1.35180 6.07252
*
```

Values from the calculation:
F_max: 1.9 eV/Å
HOMO-LUMO gap: 4.838 eV
HOMO energy: -4.51 eV
Energy: -82510.684 eV



No. 4
Formula: C21H38N
Source: the OMol25 dataset
Level of theory: ωB97M-V with the def2-TZVPD basis set

```
! wB97M-V def2-TZVPD RIJCOSX def2/J DEFGRID3
* xyz 1 1
C -2.53075 3.15123 -4.14361
C -3.04630 2.11166 -3.15507
C -4.39364 2.52339 -2.56618
C -5.03942 1.46801 -1.66616
C -4.23412 1.14774 -0.39882
C -3.39943 -0.12569 -0.53154
C -2.54397 -0.41457 0.70334
C -1.38727 0.56816 0.88014
C -0.42101 0.13226 1.97806
C 0.70185 1.14826 2.17649
C 1.68916 0.75197 3.27498
C 2.62538 -0.40102 2.90728
C 3.62378 -0.02392 1.81143
C 4.83103 -0.96245 1.74123
C 4.52048 -2.43297 1.45443
H 3.70821 -2.77380 2.09611
H 5.40357 -3.02117 1.70754
C 4.20441 -2.74514 -0.01449
N 2.88020 -2.30760 -0.42674
C 1.80826 -2.95767 0.04003
C 0.53220 -2.60097 -0.34132
C 0.35750 -1.54848 -1.23228
C 1.48105 -0.87303 -1.68868
C 2.73148 -1.27689 -1.26488
H 3.62857 -0.78249 -1.60822
H 1.39346 -0.04380 -2.37241
H -0.63087 -1.26886 -1.56103
H -0.31208 -3.15101 0.04245
H 1.98754 -3.78314 0.71334
H 4.26064 -3.82612 -0.16775
H 4.94750 -2.26683 -0.65455
H 5.34101 -0.91869 2.70486
H 5.53414 -0.59138 0.99208
H 3.11821 0.03247 0.84546
H 4.00550 0.97560 2.02776
H 2.03052 -1.26641 2.60509
H 3.18341 -0.68100 3.80291
H 2.29784 1.62059 3.53268
H 1.12369 0.47367 4.16612
H 0.25233 2.10424 2.44988
H 1.23218 1.30060 1.23328
H -0.96972 0.01915 2.91449
H -0.00335 -0.84714 1.72361
H -0.83814 0.66791 -0.06199
H -1.78131 1.55274 1.13150
H -2.14153 -1.42960 0.62765
H -3.17665 -0.38508 1.59182
H -4.07783 -0.96717 -0.69174
H -2.75670 -0.05094 -1.41159
H -4.91595 1.01692 0.44353
H -3.58796 1.99451 -0.16523
H -5.19853 0.55170 -2.23895
H -6.02305 1.84180 -1.37719
H -4.26634 3.44806 -1.99845
H -5.07987 2.73750 -3.38851
H -2.31532 1.99344 -2.35160
H -3.15414 1.15044 -3.66470
H -3.23129 3.27440 -4.96574
H -2.40922 4.11459 -3.65364
H -1.56932 2.85205 -4.55649
*
```

Values from the calculation:
SMILES: CCCCCCCCCCCCCCCC[n+]1ccccc1
F_max: 1.3 eV/Å
HOMO-LUMO gap: 8.588 eV
Energy relative to the best compared isomer or geometry (same formula, charge and spin): 0.067 eV
HOMO energy: -12.81 eV
Energy: -23878.402 eV